Record 1
DFT (ωB97M-V with the def2-TZVPD basis set) results for a single C5H6O2 molecule in a non-equilibrium geometry.

Values from the calculation:
E ... -344.48876 Ha
Energy above the lowest of the compared OMol25 structures with the same formula, charge and spin ... 71.0 kcal/mol
SMILES ... C#C[C@H](C=O)CO
2S+1 ... 1
Molecular weight ... 98.10 g mol⁻¹
Orbital gap ... 10.29 eV
Total charge ... 0

```
13
Properties=species:S:1:pos:R:3:forces:R:3
C -1.94348 -1.61448 -0.99736 0.51 0.25 0.14
C -1.04678 -0.84324 -0.76503 -0.05 -0.52 -0.05
C 0.03708 0.09672 -0.45657 0.74 -0.42 0.14
C 1.43107 -0.61827 0.03405 -0.95 -0.72 -0.14
O 1.49621 -1.27708 1.04147 -0.30 0.55 -0.64
C -0.35476 1.08957 0.64667 -0.28 -0.19 -0.21
O 0.81888 1.80131 0.96823 0.45 -0.16 0.05
H -2.69897 -2.34685 -1.19494 0.13 0.27 0.04
H 0.26734 0.69875 -1.34686 0.09 -0.27 0.12
H 2.37375 -0.48860 -0.56452 -0.72 0.21 -0.06
H -0.80174 0.57841 1.51433 0.29 0.03 -0.19
H -1.09778 1.79377 0.25273 0.17 -0.12 0.12
H 1.51917 1.13000 0.86779 -0.09 1.10 0.70
```
Forces are in eV/Å.

=====

Record 2
DFT (ωB97M-V with the def2-TZVPD basis set) results for a single C5H6O2 molecule in a non-equilibrium geometry.

Values from the calculation:
E ... -344.53264 Ha
Energy above the lowest of the compared OMol25 structures with the same formula, charge and spin ... 43.5 kcal/mol
SMILES ... CO/C=C\C=C=O
2S+1 ... 1
Molecular weight ... 98.10 g mol⁻¹
Orbital gap ... 8.92 eV
Total charge ... 0

```
13
Properties=species:S:1:pos:R:3:forces:R:3
C 1.98964 0.31068 -0.01367 0.28 0.04 -0.06
O 0.74258 0.14891 0.63831 -0.14 -0.01 -0.01
C 0.11323 -1.02020 0.31114 -0.17 -0.18 -0.07
C -1.15610 -1.00192 -0.09422 0.15 -0.04 0.07
C -1.93707 0.22109 -0.26772 0.05 0.13 0.05
C -1.54271 1.42578 0.11887 0.07 0.74 0.17
O -1.28699 2.51754 0.43845 -0.21 -0.97 -0.29
H 2.48639 1.16778 0.44392 -0.07 -0.11 -0.07
H 2.61443 -0.58426 0.11274 -0.07 0.14 0.00
H 1.84566 0.49496 -1.08577 0.02 -0.03 0.14
H 0.69820 -1.93071 0.44092 -0.11 0.11 -0.07
H -1.65643 -1.94258 -0.29844 0.09 0.13 0.04
H -2.91083 0.19292 -0.74452 0.10 0.04 0.08
```
Forces are in eV/Å.

=====

Record 3
DFT (ωB97M-V with the def2-TZVPD basis set) results for a single C5H6O2 molecule.

Values from the calculation:
E ... -344.51107 Ha
Energy above the lowest of the compared OMol25 structures with the same formula, charge and spin ... 57.0 kcal/mol
SMILES ... C#C[C@H](C=O)CO
2S+1 ... 1
Molecular weight ... 98.10 g mol⁻¹
Orbital gap ... 10.71 eV
Total charge ... 0

```
13
Properties=species:S:1:pos:R:3:forces:R:3
C 2.26996 -0.42793 0.60366 -0.26 0.21 -0.34
C 1.27496 -0.06881 0.02997 0.50 -0.18 0.20
C -0.00846 0.22982 -0.60103 0.02 -0.09 0.06
C -0.45310 1.67006 -0.36961 -0.07 0.03 0.01
O -1.59728 1.98295 -0.21049 -0.06 0.00 0.01
C -1.05220 -0.79534 -0.12357 -0.18 -0.02 -0.37
O -1.02189 -0.96675 1.26977 0.17 -0.14 0.05
H 3.19068 -0.72918 1.04612 -0.07 0.04 0.05
H 0.12603 0.15007 -1.68971 -0.09 -0.04 0.05
H 0.34134 2.43232 -0.41331 0.16 0.03 0.05
H -0.87866 -1.74062 -0.65747 -0.04 0.11 0.12
H -2.04662 -0.42386 -0.37246 0.08 -0.03 -0.02
H -0.14475 -1.31274 1.48812 -0.15 0.09 0.12
```
Forces are in eV/Å.

=====

Record 4
DFT (ωB97M-V with the def2-TZVPD basis set) results for a molecular structure, C5H6O2.

Values from the calculation:
E ... -344.37390 Ha
Energy above the lowest of the compared OMol25 structures with the same formula, charge and spin ... 143.1 kcal/mol
2S+1 ... 1
Molecular weight ... 98.10 g mol⁻¹
Orbital gap ... 8.90 eV
Total charge ... 0

```
13
Properties=species:S:1:pos:R:3:forces:R:3
C -1.16677 -0.98436 -0.25698 0.03 -0.21 -0.22
O -1.37784 0.07605 0.68652 -0.02 0.00 0.08
C -0.27137 0.90688 0.61115 0.06 0.18 0.11
C 1.09317 0.30286 0.74012 0.13 0.09 0.15
O 1.08595 -1.07771 0.53744 0.02 -0.09 0.04
C 0.27281 -1.16807 -0.62296 -0.26 -0.06 0.08
C 0.61211 0.84122 -0.59623 -0.04 0.17 -0.06
H -1.77006 -0.81979 -1.15833 0.08 0.03 0.10
H -1.49309 -1.91578 0.21979 0.07 0.07 -0.08
H -0.44717 1.88868 1.03813 0.06 -0.08 -0.08
H 1.89761 0.68035 1.36339 -0.14 0.00 -0.09
H 0.68890 -0.19109 -1.35677 0.01 0.04 -0.06
H 0.91366 1.67750 -1.21981 -0.03 -0.13 0.05
```
Forces are in eV/Å.